Here is a cluster of 2 separate species, C14H31BN in total from the OMol25 dataset. Energies are from ωB97M-V/def2-TZVPD.

The molar mass is 224.221 g/mol. The calculation puts the calculated total energy at -631.28506 Eh. Its net charge is +1. As for the lowest unoccupied orbital energy: -4.35 eV. The value obtained for the HOMO-LUMO gap is 7.05 eV. The HOMO energy is -11.4014 eV.

Structure (XYZ):
```
47
C14H31BN, DFT ωB97M-V/def2-TZVPD
C 4.70 -0.89 1.90
C 4.56 -0.83 0.70
C 4.43 -0.80 -0.75
C 4.44 0.63 -1.33
C 3.02 1.21 -1.53
B 2.57 2.32 -0.52
C 1.08 2.84 -0.45
C 0.16 1.72 0.08
C -1.28 1.82 -0.44
C -2.38 1.38 0.53
C -2.72 -0.12 0.59
C -1.59 -1.13 0.35
C -1.45 -1.59 -1.10
C -0.34 -2.62 -1.32
C -0.41 -3.85 -0.41
H 4.76 -0.91 2.95
H 5.23 -1.40 -1.19
H 3.50 -1.30 -1.01
H 4.97 0.62 -2.28
H 5.00 1.28 -0.66
H 2.30 0.38 -1.45
H 2.89 1.58 -2.55
H 3.39 2.76 0.24
H 0.74 3.17 -1.44
H 1.03 3.68 0.25
H 0.14 1.73 1.17
H 0.57 0.74 -0.20
H -1.47 2.87 -0.68
H -1.39 1.29 -1.39
H -2.13 1.74 1.53
H -3.29 1.92 0.24
H -3.10 -0.33 1.61
H -3.55 -0.37 -0.09
H -1.80 -2.02 0.94
H -0.64 -0.75 0.73
H -2.41 -2.03 -1.40
H -1.27 -0.75 -1.76
H 0.64 -2.15 -1.23
H -0.42 -2.97 -2.35
H -0.24 -3.59 0.64
H 0.37 -4.55 -0.69
H -1.37 -4.35 -0.50
N -5.45 0.73 2.85
H -4.95 0.00 3.37
H -6.24 1.07 3.41
H -4.80 1.49 2.65
H -5.79 0.34 1.97
```